(1)
{
  "formula": "C43H37AsFN4Pt",
  "method": "the ωB97M-V functional and the def2-TZVPD basis",
  "species": ["Pt", "C", "N", "C", "C", "C", "C", "C", "C", "N", "C", "C", "C", "C", "C", "C", "N", "C", "C", "C", "C", "C", "N", "H", "H", "H", "H", "H", "H", "H", "H", "H", "H", "H", "H", "H", "H", "H", "H", "H", "H", "C", "C", "C", "C", "C", "C", "As", "C", "C", "C", "C", "C", "C", "C", "C", "C", "C", "C", "C", "H", "H", "H", "H", "H", "H", "H", "H", "H", "H", "H", "H", "H", "F", "C", "C", "C", "C", "C", "C", "C", "H", "H", "H", "H", "H", "H"],
  "coordinates": [[-0.57091, 0.94800, -0.95260], [-2.30355, 1.49746, -3.41006], [-2.06827, 0.37115, -2.45851], [-3.29257, 0.07717, -1.67722], [-3.58558, 1.21796, -0.73694], [-4.87683, 1.63668, -0.48161], [-5.07991, 2.69611, 0.39232], [-3.98168, 3.31434, 0.96647], [-2.71989, 2.83839, 0.66289], [-2.52296, 1.80186, -0.15937], [-1.52824, -0.83503, -3.13197], [-0.07959, -0.65976, -3.51762], [0.44963, -1.26828, -4.63948], [1.80881, -1.14083, -4.89203], [2.59187, -0.39831, -4.02337], [1.98828, 0.19118, -2.92787], [0.68180, 0.05757, -2.68072], [-1.26720, 2.59332, -3.35453], [-1.16482, 3.51933, -4.37700], [-0.25968, 4.56008, -4.25382], [0.52652, 4.64507, -3.11220], [0.38193, 3.67923, -2.13936], [-0.50142, 2.67648, -2.26039], [-3.27127, 1.94371, -3.17442], [-2.37859, 1.10491, -4.42524], [-3.11731, -0.83985, -1.11294], [-4.14326, -0.09628, -2.34033], [-5.71266, 1.14778, -0.96574], [-6.08217, 3.04293, 0.60618], [-4.09300, 4.15851, 1.63269], [-1.83461, 3.30146, 1.07952], [-2.13246, -1.08782, -4.00603], [-1.60158, -1.66662, -2.42836], [-0.18810, -1.83712, -5.30386], [2.24728, -1.61108, -5.76252], [3.65201, -0.26836, -4.19158], [2.55589, 0.78678, -2.22276], [-1.79032, 3.42761, -5.25594], [-0.16609, 5.29675, -5.04096], [1.24376, 5.44273, -2.97874], [0.98057, 3.69056, -1.23778], [-0.05488, -2.88167, 4.63164], [1.14494, -2.22773, 4.35475], [1.29268, -1.55513, 3.16007], [0.25175, -1.57009, 2.19191], [-0.92878, -2.27289, 2.44969], [-1.09338, -2.90314, 3.66246], [0.58180, -0.85501, 0.39639], [1.02362, -2.47410, -0.53701], [0.15687, -3.46235, -0.97701], [0.68046, -4.56755, -1.63370], [2.05191, -4.66016, -1.84167], [2.91059, -3.66043, -1.39911], [2.40079, -2.55337, -0.73669], [3.18845, -1.40559, -0.21943], [4.56252, -1.24360, -0.33136], [5.16934, -0.09784, 0.16844], [4.41743, 0.90363, 0.77453], [3.04215, 0.75587, 0.88929], [2.44776, -0.40425, 0.41000], [-0.18594, -3.44030, 5.55088], [1.95535, -2.23790, 5.07203], [2.22429, -1.05620, 2.92955], [-1.72014, -2.32120, 1.71183], [-2.00115, -3.45378, 3.87753], [-0.91088, -3.39609, -0.79831], [0.02538, -5.35863, -1.97381], [2.45789, -5.52523, -2.34955], [3.97556, -3.75831, -1.56957], [5.16933, -2.00441, -0.80689], [6.24159, 0.01882, 0.07985], [4.90360, 1.79378, 1.15096], [2.45048, 1.53796, 1.35186], [0.43070, -0.57225, 7.96108], [0.13822, -0.11681, 6.76000], [-1.09472, -0.52065, 6.18280], [-1.44327, -0.04357, 4.92602], [-0.55357, 0.74711, 4.19354], [-0.86836, 1.11915, 2.86079], [0.66945, 1.14831, 4.83528], [1.00190, 0.73748, 6.10929], [-1.76387, -1.13756, 6.77180], [-2.40142, -0.30449, 4.49746], [-1.77107, 0.74214, 2.40013], [-0.22173, 1.71937, 2.25631], [1.33772, 1.81300, 4.30079], [1.91480, 1.04992, 6.59902]],
  "forces_ev_per_angstrom": [[0.4, 0.0, -0.1], [0.1, 0.0, 0.1], [-0.1, -0.2, -0.1], [0.1, 0.0, -0.1], [0.0, 0.0, 0.1], [-0.1, 0.0, 0.0], [0.0, 0.0, 0.0], [0.0, 0.0, 0.0], [0.1, -0.1, -0.1], [-0.1, 0.0, 0.2], [0.0, 0.1, 0.0], [0.0, 0.0, 0.0], [0.0, 0.0, 0.0], [0.0, 0.0, 0.0], [0.0, 0.0, 0.0], [-0.1, 0.1, 0.0], [0.2, -0.2, 0.0], [0.0, 0.0, 0.1], [0.0, 0.0, -0.1], [0.0, 0.0, 0.0], [0.0, 0.0, 0.0], [-0.1, -0.1, -0.1], [-0.1, 0.1, 0.0], [0.0, 0.0, 0.0], [0.0, 0.0, 0.0], [0.0, 0.0, 0.0], [0.0, 0.0, 0.0], [0.0, 0.0, 0.0], [0.0, 0.0, 0.0], [0.0, 0.0, 0.0], [0.0, 0.0, 0.0], [0.0, 0.0, 0.0], [0.0, 0.0, 0.0], [0.0, 0.0, 0.0], [0.0, 0.0, 0.0], [0.0, 0.0, 0.0], [0.0, 0.0, 0.0], [0.0, 0.0, 0.0], [0.0, 0.0, 0.0], [0.0, 0.0, 0.0], [0.0, 0.0, 0.0], [-0.1, 0.1, -0.1], [-0.1, 0.1, 0.0], [-0.2, 0.0, -0.1], [0.3, -0.1, 0.1], [0.0, 0.1, 0.1], [0.1, 0.0, 0.1], [-0.2, 0.2, 0.1], [-0.3, 0.0, 0.0], [0.0, 0.0, 0.0], [0.0, 0.0, 0.0], [0.1, 0.0, 0.0], [0.1, -0.2, -0.1], [0.2, 0.1, 0.0], [0.0, -0.2, -0.1], [0.2, 0.0, 0.0], [0.0, 0.0, 0.0], [0.0, 0.0, 0.0], [0.0, -0.1, 0.0], [-0.1, 0.2, 0.1], [0.1, 0.0, 0.0], [0.0, 0.0, 0.0], [0.0, 0.0, 0.0], [0.0, 0.0, 0.0], [0.0, 0.0, 0.0], [0.0, 0.0, 0.0], [0.0, 0.0, 0.0], [0.0, 0.0, 0.0], [0.0, 0.0, 0.0], [0.0, 0.0, 0.0], [0.0, 0.0, 0.0], [0.0, 0.0, 0.0], [0.0, 0.0, 0.0], [-0.1, 0.0, -0.1], [0.0, -0.1, 0.2], [-0.1, 0.0, 0.0], [0.0, -0.1, -0.1], [0.0, 0.1, -0.2], [-0.2, -0.4, 0.4], [0.0, 0.0, -0.1], [0.1, 0.0, 0.0], [0.0, 0.0, 0.0], [0.0, 0.0, 0.1], [0.0, 0.1, 0.1], [0.4, 0.3, -0.1], [0.0, 0.0, 0.0], [0.0, 0.0, 0.0]],
  "mulliken_spin": [1.2702, -0.0148, 0.2282, 0.0210, -0.0053, 0.0082, -0.0037, 0.0165, -0.0047, 0.1647, -0.0126, -0.0030, 0.0040, -0.0046, 0.0101, -0.0064, 0.1512, -0.0181, 0.0025, -0.0045, 0.0122, -0.0179, 0.0958, 0.0017, -0.0001, -0.0003, -0.0055, 0.0001, 0.0000, -0.0001, -0.0122, 0.0044, 0.0063, 0.0003, -0.0001, 0.0009, -0.0051, 0.0014, 0.0000, 0.0008, 0.0126, 0.1317, 0.0015, 0.0492, 0.2030, -0.0159, 0.1236, 0.0192, 0.0227, 0.0047, -0.0010, 0.0029, -0.0020, 0.0120, 0.0054, -0.0002, 0.0036, 0.0093, 0.0536, -0.0460, -0.0036, -0.0002, 0.0095, 0.0027, -0.0018, 0.0014, 0.0000, 0.0001, -0.0002, 0.0000, 0.0002, 0.0001, 0.0064, 0.0412, 0.2547, 0.1673, 0.1592, 0.1410, 0.4655, 0.2178, -0.0410, -0.0105, 0.0031, 0.0461, 0.0600, 0.0066, 0.0028],
  "de_lowest_kj_mol": 31.1,
  "orbital_gap_ev": [7.923, 4.079],
  "multiplicity": 5,
  "total_charge": 3
}

(2)
{
  "formula": "C18H24N4O3",
  "method": "the ωB97M-V functional and the def2-TZVPD basis",
  "species": ["C", "O", "C", "C", "C", "C", "N", "N", "C", "C", "O", "C", "C", "C", "C", "C", "C", "N", "C", "C", "C", "C", "C", "O", "N", "H", "H", "H", "H", "H", "H", "H", "H", "H", "H", "H", "H", "H", "H", "H", "H", "H", "H", "H", "H", "H", "H", "H", "H"],
  "coordinates": [[-0.36013, 2.91833, 1.16624], [-0.03227, 1.62659, 1.80797], [-0.43205, 0.45039, 1.28123], [-1.35483, 0.47494, 0.15633], [-1.81285, -0.64631, -0.48648], [-2.74904, -0.57974, -1.70973], [-2.11486, -0.94774, -2.97782], [-1.43939, 0.09000, -3.77059], [-0.16735, 0.74159, -3.33979], [-0.28407, 2.19288, -2.96581], [-1.09452, 2.97390, -3.89279], [-2.38538, 2.29047, -4.09434], [-2.27546, 0.83637, -4.66247], [-1.12133, -1.81128, -0.20992], [-0.30876, -2.05034, 0.93147], [0.08127, -0.87735, 1.63333], [0.97617, -0.99734, 2.70263], [1.65447, 0.10420, 3.20234], [3.12012, 0.20121, 3.36667], [3.62498, -1.07472, 4.10157], [2.99668, -2.38428, 3.50175], [1.50631, -2.30458, 3.20094], [1.07771, -3.44385, 2.22224], [1.66857, -4.49098, 2.33380], [0.16082, -3.28003, 1.14296], [0.20481, 3.72179, 1.65883], [-1.43199, 3.23744, 1.14088], [-0.03195, 2.79466, 0.15140], [-1.74308, 1.46705, -0.18228], [-3.14183, 0.42059, -1.87905], [-3.57036, -1.31272, -1.46861], [-1.65906, -1.89258, -3.02928], [0.39422, 0.14907, -2.60843], [0.50634, 0.61811, -4.16797], [-0.84163, 2.24882, -2.08583], [0.65672, 2.70038, -2.79845], [-2.92789, 2.87210, -4.86994], [-2.90703, 2.30837, -3.16022], [-3.17533, 0.45037, -4.89604], [-1.67118, 0.85748, -5.60016], [-1.42592, -2.75408, -0.72939], [1.06371, 0.95199, 3.18723], [3.47801, 0.37953, 2.33922], [3.52062, 1.03707, 3.94196], [3.31298, -0.97202, 5.13423], [4.70009, -1.14874, 4.18233], [3.58311, -2.65730, 2.65913], [3.20385, -3.13049, 4.31606], [0.96799, -2.35921, 4.12264]],
  "forces_ev_per_angstrom": [[-0.3, -0.6, 0.1], [-0.1, 0.9, 0.9], [-2.6, -0.7, -4.5], [1.1, 3.3, 2.9], [1.7, -1.6, -1.1], [0.5, -1.1, 0.5], [0.7, 0.4, -1.2], [-0.3, -2.8, 2.5], [-0.2, -1.1, -0.8], [-1.1, 0.4, -1.1], [-0.3, -1.6, -0.4], [0.8, 0.5, -2.1], [4.9, 3.1, 0.8], [-2.3, -1.9, -0.6], [0.3, -0.4, -0.9], [0.1, 2.4, 2.7], [3.2, 1.6, -0.4], [-2.1, 0.4, 0.7], [0.3, -1.2, -0.1], [-1.4, 0.0, -0.9], [1.1, 0.7, 2.4], [-0.7, 0.1, -2.1], [-0.5, -0.1, -1.3], [0.2, -0.5, 0.4], [0.7, 0.8, 1.8], [0.0, -0.7, 0.1], [0.7, -0.9, 0.4], [0.2, 0.3, -0.6], [0.3, -1.0, 0.5], [-0.2, 0.0, 0.4], [0.5, 0.8, -0.6], [-0.4, 1.7, 0.2], [-0.8, 0.1, 0.5], [0.3, 0.4, -1.0], [-0.7, 0.0, 2.0], [0.3, 0.0, -0.4], [0.3, 0.1, 0.7], [-0.5, -0.1, 0.7], [-3.0, -1.6, -0.2], [-0.6, 0.5, 0.1], [0.4, 0.8, 0.3], [1.2, -0.5, -0.4], [0.5, -0.5, 0.3], [-1.0, 0.3, 0.1], [-0.4, 0.1, 0.3], [0.4, 0.0, -0.5], [0.2, -0.4, -0.9], [-0.5, 0.2, -1.1], [-0.6, -0.6, 0.9]],
  "mulliken_charge": [-0.6974, -0.5550, 0.3115, 0.3704, 0.4761, -1.2457, -0.2756, 0.0962, -0.8221, -0.1036, -0.4843, -0.4254, -0.8195, -0.1500, -0.1501, 0.1570, -0.2367, -0.1816, -0.7082, -0.7501, -0.7106, 0.3983, 0.1154, -0.6062, -0.8301, 0.2941, 0.2997, 0.2779, 0.3266, 0.2857, 0.4095, 0.2694, 0.3525, 0.3887, 0.1356, 0.4052, 0.3437, 0.2721, 0.4213, 0.3949, 0.3418, 0.2833, 0.3314, 0.3965, 0.3337, 0.4183, 0.3871, 0.2194, 0.2385],
  "de_lowest_kj_mol": 796.0,
  "orbital_gap_ev": 6.510,
  "total_charge": 0
}

(3)
{
  "formula": "C22H45N5O10P2S5W",
  "method": "the ωB97M-V functional and the def2-TZVPD basis",
  "species": ["W", "C", "C", "S", "C", "C", "S", "C", "C", "S", "H", "H", "H", "H", "H", "H", "H", "H", "H", "H", "H", "H", "C", "N", "C", "P", "O", "O", "P", "O", "N", "C", "C", "N", "C", "C", "N", "C", "C", "H", "H", "H", "H", "H", "H", "H", "H", "H", "H", "H", "H", "H", "H", "H", "H", "H", "H", "H", "H", "H", "H", "H", "H", "O", "S", "O", "O", "C", "C", "C", "C", "C", "C", "S", "O", "O", "O", "H", "H", "H", "H", "C", "C", "N", "O", "H", "H", "H", "H", "H"],
  "coordinates": [[0.21294, 0.86326, -0.25474], [-3.79648, -0.52992, -2.47600], [-3.53163, 0.00314, -1.07713], [-2.32841, 1.32559, -0.76019], [-2.60118, 2.46926, -2.13681], [-2.05364, 2.15088, -3.54356], [-0.57357, 1.11808, -3.58519], [-0.91479, -0.11598, -4.86050], [-2.21873, -0.88925, -4.77456], [-2.55055, -1.64756, -3.17146], [-3.97794, 0.28501, -3.17352], [-4.73429, -1.08518, -2.41460], [-3.23559, -0.79124, -0.39809], [-4.46756, 0.42109, -0.69878], [-2.19922, 3.41248, -1.77425], [-3.68424, 2.59401, -2.18701], [-1.82681, 3.10113, -4.02478], [-2.81937, 1.66822, -4.14565], [-0.06735, -0.79838, -4.76828], [-0.84578, 0.34725, -5.84652], [-2.19073, -1.69326, -5.51052], [-3.07526, -0.27082, -5.03968], [2.45441, -0.63517, 4.00672], [1.77217, -1.06174, 2.77164], [2.64896, -1.69301, 1.78477], [0.20186, -0.82615, 2.54199], [-0.31026, 0.29272, 1.64336], [-0.21746, -2.18368, 1.75691], [-0.92305, -2.35311, 0.31078], [-0.57417, -1.09535, -0.46681], [-0.32191, -3.62184, -0.47710], [0.55775, -3.49789, -1.63762], [-0.44721, -4.97694, 0.06310], [-2.44934, -2.71826, 0.71939], [-3.32490, -3.48291, -0.17633], [-3.11860, -2.26333, 1.93798], [-0.57592, -0.71924, 3.93946], [-1.37259, 0.44423, 4.34541], [-0.39549, -1.74805, 4.96646], [3.33875, -0.05990, 3.74363], [2.74481, -1.51478, 4.58369], [1.80378, 0.00026, 4.59937], [3.46483, -1.00832, 1.55121], [2.10678, -1.91609, 0.86703], [3.05663, -2.62056, 2.19011], [0.51266, -2.48737, -2.03319], [0.22429, -4.19699, -2.40588], [1.58722, -3.74686, -1.36686], [-1.14351, -4.99384, 0.89879], [0.52134, -5.33837, 0.41215], [-0.81506, -5.65015, -0.71213], [-2.79782, -3.77649, -1.07910], [-4.19053, -2.87958, -0.45844], [-3.68642, -4.37266, 0.34097], [-2.40433, -1.88775, 2.66444], [-3.65114, -3.10744, 2.37719], [-3.84792, -1.47847, 1.71863], [-1.46398, 1.14599, 3.52241], [-0.88782, 0.94774, 5.18267], [-2.36383, 0.11277, 4.65765], [0.19748, -2.57663, 4.58176], [-1.36888, -2.13328, 5.27329], [0.10625, -1.33386, 5.84209], [-0.52672, 4.70015, -0.88130], [0.31508, 3.67291, -0.38601], [0.75052, 2.66355, -1.43095], [-0.30025, 2.73900, 0.61582], [1.75129, 4.40286, 0.34368], [1.94262, 5.73782, 0.01523], [3.05038, 6.42198, 0.49751], [3.96518, 5.76907, 1.30170], [3.77380, 4.43199, 1.63432], [2.67168, 3.73801, 1.16905], [2.51470, 2.06746, 1.77373], [3.82804, 1.58408, 2.06795], [2.01849, 1.32376, 0.53036], [1.53620, 2.06738, 2.81796], [1.22320, 6.24561, -0.61092], [3.18566, 7.46275, 0.23855], [4.83243, 6.29228, 1.68039], [4.48932, 3.92021, 2.26310], [3.47042, -1.04301, -2.56137], [2.59307, 0.10174, -2.16822], [2.95368, 1.31765, -2.50701], [1.54077, -0.14620, -1.51170], [4.33933, -1.06366, -1.90066], [3.82724, -0.93346, -3.58442], [2.92484, -1.97482, -2.45502], [3.78838, 1.46435, -3.05068], [2.37309, 2.11107, -2.26081]],
  "forces_ev_per_angstrom": [[-0.8, -0.2, 0.1], [0.0, 0.0, 0.0], [0.0, 0.0, 0.1], [-0.1, -0.1, -0.3], [0.0, 0.1, 0.0], [0.0, 0.0, 0.0], [0.2, 0.0, 0.0], [0.0, 0.1, -0.1], [0.0, 0.0, 0.0], [0.0, -0.1, 0.1], [0.0, 0.0, 0.0], [0.0, 0.0, 0.0], [0.0, 0.0, 0.0], [0.0, 0.0, 0.0], [0.0, 0.0, 0.0], [0.0, 0.0, 0.0], [0.0, 0.0, 0.0], [0.0, 0.0, 0.0], [0.0, 0.0, 0.0], [0.0, 0.0, 0.0], [0.0, 0.0, 0.0], [0.0, 0.0, 0.0], [0.0, -0.1, -0.1], [0.1, 0.0, 0.2], [0.0, 0.0, 0.0], [0.0, 0.0, -0.1], [0.1, 0.1, -0.1], [-0.1, -0.1, -0.1], [0.5, 0.2, 0.3], [-0.1, 0.0, 0.0], [0.0, 0.1, 0.0], [0.0, 0.0, 0.0], [0.0, 0.0, 0.0], [0.1, 0.0, -0.1], [0.0, 0.1, 0.0], [0.0, 0.1, 0.0], [0.0, 0.0, 0.1], [0.0, 0.0, 0.0], [0.0, 0.0, 0.0], [0.0, 0.0, 0.0], [0.0, 0.0, 0.0], [0.0, 0.0, 0.0], [0.0, 0.0, 0.0], [0.0, 0.0, 0.0], [0.0, 0.0, 0.0], [0.0, 0.0, 0.0], [0.0, 0.0, 0.0], [0.0, 0.0, 0.0], [0.0, 0.0, 0.0], [0.0, 0.0, 0.0], [0.0, 0.0, 0.0], [0.0, 0.0, 0.0], [0.0, 0.0, 0.0], [0.0, 0.0, 0.0], [0.0, 0.0, 0.0], [0.0, 0.0, 0.0], [0.0, 0.0, 0.0], [0.0, 0.0, 0.0], [0.0, 0.0, 0.0], [0.0, 0.0, 0.0], [0.0, 0.0, 0.0], [0.0, 0.0, 0.0], [0.0, 0.0, 0.0], [0.0, 0.0, 0.0], [0.4, 0.1, 0.2], [-0.1, -0.2, 0.1], [0.0, 0.0, 0.1], [-0.1, 0.0, -0.1], [0.0, 0.0, 0.0], [0.0, 0.0, 0.0], [0.0, 0.0, 0.0], [0.0, 0.0, 0.0], [0.0, -0.1, 0.0], [0.0, 0.3, 0.0], [0.0, 0.0, 0.0], [0.2, -0.3, -0.2], [0.0, 0.0, 0.1], [0.0, 0.0, 0.0], [0.0, 0.0, 0.0], [0.0, 0.0, 0.0], [0.0, 0.0, 0.0], [0.0, 0.0, 0.0], [0.1, 0.0, 0.1], [0.0, 0.0, 0.0], [-0.1, 0.0, -0.1], [0.0, 0.0, 0.0], [0.0, 0.0, 0.0], [0.0, 0.0, 0.0], [0.0, 0.0, 0.0], [0.0, 0.0, 0.0]],
  "mulliken_spin": [1.6714, 0.0006, 0.0137, -0.0136, 0.0011, -0.0047, 0.0286, 0.0034, 0.0001, -0.0002, -0.0003, 0.0006, -0.0043, 0.0004, -0.0010, 0.0008, -0.0004, 0.0001, -0.0011, 0.0031, -0.0002, 0.0003, 0.0008, -0.0018, -0.0097, 0.0226, 0.0179, 0.0012, -0.0132, 0.1067, 0.0010, -0.0060, -0.0002, 0.0024, -0.0001, 0.0026, 0.0036, 0.0003, -0.0007, 0.0001, 0.0000, -0.0002, 0.0027, -0.0009, 0.0002, 0.0027, -0.0001, -0.0003, 0.0001, -0.0001, 0.0001, 0.0000, -0.0001, 0.0001, -0.0011, 0.0001, -0.0005, 0.0003, 0.0001, 0.0001, 0.0002, 0.0000, 0.0001, 0.0000, -0.0220, 0.0244, 0.0046, 0.0176, 0.0004, 0.0001, 0.0001, -0.0004, -0.0054, 0.0058, 0.0002, 0.1014, 0.0071, -0.0001, 0.0000, 0.0000, 0.0002, 0.0013, 0.0232, 0.0230, -0.0083, 0.0012, 0.0007, -0.0013, -0.0014, -0.0017],
  "de_lowest_kj_mol": 14.6,
  "orbital_gap_ev": [8.182, 8.038],
  "multiplicity": 3,
  "total_charge": 2
}

> Which formula does entry 2 have?

C18H24N4O3